Record 1
Molecular formula: C8H8N2OS2
Method: DFT, ωB97M-V/def2-TZVPD

Calculated values
gap between HOMO and LUMO (spin up / spin down)	0.2735 / 0.2736	hartree
energy above the lowest of the compared OMol25 structures with the same formula, charge and spin	499.4	kJ/mol
E	-35118.1281	eV
E_LUMO (spin up / spin down)	-1.008 / -1.007	eV

Each line ends with the natural charge from an NBO analysis.
Geometry (Å):
C 3.30697 -0.85999 0.15733  -0.248
C 3.46668 0.39850 -0.47033  -0.183
C 2.05591 -1.37056 0.51611  -0.175
C 2.35259 1.21706 -0.74714  -0.266
C -0.54076 -0.86121 0.49097  -0.369
C 0.87247 -0.65908 0.23956  -0.088
C 1.15712 0.67041 -0.33548  0.153
C -1.08662 0.27263 0.04750  0.121
N -4.44972 0.05151 -0.15428  -1.016
N -0.15420 1.15472 -0.46013  -0.591
O -3.67987 2.17524 0.82429  -0.898
S -4.08510 -1.41442 -0.74642  0.203
S -3.31394 0.83020 0.61029  1.683
H 4.13802 -1.38931 0.54726  0.214
H 4.39584 0.73477 -0.75767  0.207
H 2.03008 -2.37540 1.02411  0.211
H 2.40938 2.13442 -1.22221  0.219
H -0.89692 -1.75415 1.00799  0.251
H -0.26013 2.17571 -0.51873  0.417
H -4.51186 -1.46428 -2.10444  0.117
H -3.20594 0.33323 2.05141  0.036


Record 2
Molecular formula: C8H8N4O
Method: DFT, ωB97M-V/def2-TZVPD

Calculated values
gap between HOMO and LUMO	0.3370	hartree
energy above the lowest of the compared OMol25 structures with the same formula, charge and spin	153.5	kJ/mol
E	-16432.1070	eV
E_LUMO	0.568	eV

Each line ends with the natural charge from an NBO analysis.
Geometry (Å):
C 3.50329 -0.93851 0.53031  -0.353
C 2.59707 0.07001 0.64127  -0.203
C 1.93548 0.66293 -0.58429  -0.252
C -1.37698 1.86441 -0.04491  0.023
C -2.15817 0.63946 0.04800  0.040
C -3.47355 0.29301 0.33614  -0.078
C -2.43691 -1.59333 -0.09108  0.167
C -0.16324 -0.67104 -0.49311  0.793
H 4.01335 -1.36869 1.42460  0.205
H 3.69285 -1.41231 -0.39824  0.196
H 2.30280 0.50178 1.55877  0.201
H 2.06296 1.74885 -0.61699  0.243
H 2.22727 0.05490 -1.46515  0.219
H -1.84648 2.80957 0.06958  0.216
H -4.21431 1.01493 0.64389  0.214
H -2.21989 -2.65079 -0.18017  0.234
N 0.46290 0.57610 -0.52730  -0.261
N -0.11574 1.74507 -0.26577  -0.218
N -3.59127 -1.07398 0.20941  -0.422
N -1.52299 -0.52160 -0.12988  -0.390
O 0.32155 -1.75077 -0.66509  -0.576